Here is 2 unconnected molecules or ions with the total composition C3H10NO at a distorted geometry from the OMol25 dataset. Energies are from ωB97M-V/def2-TZVPD.

Each line ends with the Löwdin charge.
Positions of all 15 atoms, in Å:
C: -1.64117 -0.79906 -0.88093  -0.068
C: -0.66126 0.26393 -0.48488  -0.206
C: 1.58701 -0.12500 -1.39836  0.201
N: 0.75876 -0.15744 -0.43359  0.052
H: -1.29875 -1.55337 -1.59349  0.083
H: -1.96529 -1.43178 -0.01574  0.101
H: -2.59560 -0.47846 -1.30743  0.095
H: -0.78102 1.26306 -0.91270  0.140
H: -0.84686 0.45830 0.59079  0.098
H: 2.42938 -0.82237 -1.40371  0.137
H: 1.26695 0.50362 -2.22458  0.134
H: 0.79835 -0.76188 0.38920  0.173
H: -0.63749 0.89097 2.92982  0.064
H: 0.54923 1.49458 2.98703  0.064
O: 0.24061 0.67712 2.56170  -0.066

Computed properties:
- DFT total energy: -249.9981 Ha
- Net charge: +1
- E_LUMO: -0.189 Ha
- Orbital gap: 10.4 eV